C28H41BrI2NO3PRuS2 as an isolated structure at a distorted geometry, computed with wB97M-V/def2-TZVPD.

Each line ends with the Löwdin spin population.
Geometry (Å):
1 Ru 0.10627 -0.26308 -0.75160  1.15
2 O -0.64307 1.72436 0.21604  0.00
3 S -1.36389 2.72369 1.08853  0.00
4 C -0.06581 3.78329 1.88278  0.00
5 C 1.36327 3.40212 1.54196  0.00
6 C 1.81226 2.09668 2.20192  0.00
7 C 3.28311 1.80625 1.91589  0.00
8 S 3.55793 0.41698 0.72185  0.01
9 O 2.27255 0.21253 -0.02603  0.03
10 C 3.66806 -1.06151 1.77079  0.00
11 C 4.25219 -2.15606 1.14958  0.00
12 C 4.41107 -3.33954 1.84962  0.00
13 C 4.00048 -3.40789 3.17192  0.00
14 C 3.40252 -2.31479 3.77934  0.00
15 C 3.22377 -1.12778 3.08088  0.00
16 C -2.08429 3.89363 -0.11616  0.00
17 C -3.46519 3.90759 -0.23902  0.00
18 C -4.05077 4.75805 -1.16703  0.00
19 C -3.25320 5.54831 -1.97829  0.00
20 C -1.87519 5.52810 -1.84101  0.00
21 C -1.27666 4.70460 -0.89890  0.00
22 H -0.24483 3.67084 2.95193  0.00
23 H -0.27744 4.81340 1.60305  0.00
24 H 2.00141 4.22054 1.88201  0.00
25 H 1.48811 3.31098 0.46132  0.00
26 H 1.19209 1.28081 1.81561  0.00
27 H 1.65234 2.16388 3.28055  0.00
28 H 3.86196 1.55867 2.80243  0.00
29 H 3.77008 2.66100 1.44387  0.00
30 H 4.59371 -2.07048 0.13032  0.00
31 H 4.87853 -4.18925 1.38127  0.00
32 H 4.16328 -4.31244 3.73869  0.00
33 H 3.08913 -2.37382 4.81177  0.00
34 H 2.75591 -0.28470 3.56744  0.00
35 H -4.08034 3.27691 0.38621  0.00
36 H -5.12461 4.80794 -1.25018  0.00
37 H -3.70667 6.19600 -2.71391  0.00
38 H -1.26078 6.16543 -2.45692  0.00
39 H -0.20244 4.71169 -0.78681  0.00
40 I 1.45055 2.28625 -2.36613  0.03
41 C -0.26101 2.38012 -3.65047  0.00
42 I -1.78790 1.08627 -2.88558  -0.06
43 H 0.02144 2.02602 -4.63867  0.00
44 H -0.64155 3.39793 -3.68456  0.00
45 Br 1.10943 -3.11998 0.06581  0.05
46 C 1.90726 -2.85127 -1.63782  0.00
47 C 2.66521 -3.83843 -2.23727  0.00
48 C 3.26988 -3.52756 -3.44950  0.00
49 C 3.10048 -2.25249 -3.97401  0.00
50 C 2.29002 -1.35119 -3.30192  0.00
51 N 1.68426 -1.64669 -2.15334  0.00
52 H 2.78061 -4.80492 -1.77140  0.00
53 H 3.86717 -4.26721 -3.96179  0.00
54 H 3.57748 -1.95550 -4.89384  0.00
55 H 2.13706 -0.35669 -3.69879  0.00
56 O 0.04671 -0.60073 1.88549  -0.03
57 H -0.78130 -0.73107 2.35970  0.00
58 H 0.71382 -1.14890 2.31766  0.00
59 C -4.74220 -0.88663 0.81525  -0.01
60 C -3.33149 -0.34733 0.60680  -0.02
61 P -2.13996 -1.56247 -0.12159  -0.12
62 C -2.85844 -2.09071 -1.73785  -0.01
63 C -1.75827 -2.67606 -2.61950  0.00
64 C -2.34260 -3.11226 0.86927  -0.02
65 C -1.98673 -3.04382 2.34610  0.00
66 H -5.34128 -0.13103 1.31893  0.00
67 H -4.74794 -1.77410 1.44123  0.00
68 H -5.22560 -1.11243 -0.12904  0.00
69 H -2.91203 -0.02467 1.56391  0.00
70 H -3.34142 0.52137 -0.06062  0.00
71 H -3.30480 -1.21568 -2.22561  0.00
72 H -3.65070 -2.82742 -1.57102  0.00
73 H -0.91637 -1.97096 -2.70398  0.00
74 H -2.13731 -2.88688 -3.61543  0.00
75 H -1.38258 -3.60573 -2.20053  0.00
76 H -1.75040 -3.89332 0.39097  0.00
77 H -3.39748 -3.37691 0.74905  0.00
78 H -0.90880 -2.97081 2.48224  0.00
79 H -2.31669 -3.96461 2.82536  0.00
80 H -2.48136 -2.21450 2.85080  0.00

E_HOMO (spin up / spin down) ... -16.8 / -16.8 eV
Total charge ... +3
Expectation value of S² ... 1.209
HOMO-LUMO gap (spin up / spin down) ... 5.477 / 6.323 eV
Spin multiplicity ... 2